Density functional theory data (ωB97M-V/def2-TZVPD) for a molecular structure, C43H62N3O5P3SiTa at a distorted geometry.

## Properties
* relative energy (zero: lowest compared OMol25 entry of this formula, charge and spin): 72.6 kcal/mol
* gap between HOMO and LUMO: 6.656 eV
* LUMO level: -10.050 eV
* total charge: +3

Geometry as XYZ:
```
118
C43H62N3O5P3SiTa | OMol25 | ωB97M-V/def2-TZVPD
Ta -0.150 -0.621 -0.237
C -5.341 -0.815 1.684
C -3.943 -1.386 1.437
C -3.962 -2.906 1.248
P -2.972 -0.546 0.079
C -3.775 -1.131 -1.501
C -3.193 -2.497 -1.914
C -5.304 -1.228 -1.600
C -3.187 1.273 0.287
C -4.466 1.783 0.067
C -4.767 3.126 0.258
C -3.779 3.988 0.691
C -2.489 3.504 0.878
C -2.151 2.162 0.675
Si -0.289 1.810 0.743
C 0.409 1.691 2.502
C 0.096 2.746 3.364
C 0.432 2.716 4.712
C 1.071 1.603 5.231
C 1.419 0.554 4.389
C 1.118 0.591 3.029
P 1.781 -0.711 1.918
C 3.583 -0.730 2.473
C 4.235 0.612 2.829
C 4.472 -1.662 1.645
C 1.251 -2.454 2.304
C 1.894 -3.157 3.498
C 1.397 -3.284 1.008
C 0.755 2.976 -0.282
C 0.817 4.312 0.132
C 1.508 5.269 -0.597
C 2.174 4.900 -1.757
C 2.170 3.572 -2.154
C 1.468 2.610 -1.428
P 1.714 0.869 -1.874
C 3.540 0.682 -1.659
C 3.998 -0.756 -1.914
C 3.987 1.198 -0.311
C 1.698 0.648 -3.741
C 0.818 1.545 -4.611
C 1.628 -0.839 -4.158
H -5.774 -1.372 2.517
H -6.014 -0.931 0.840
H -5.314 0.234 1.974
H -3.390 -1.194 2.340
H -4.625 -3.215 0.445
H -4.339 -3.366 2.162
H -2.969 -3.318 1.054
H -3.487 -0.368 -2.217
H -3.657 -3.303 -1.351
H -2.112 -2.586 -1.792
H -3.410 -2.673 -2.967
H -5.722 -1.972 -0.927
H -5.535 -1.553 -2.616
H -5.822 -0.284 -1.455
H -5.260 1.127 -0.252
H -5.772 3.483 0.078
H -3.998 5.033 0.868
H -1.724 4.216 1.164
H -0.446 3.610 2.994
H 0.182 3.551 5.352
H 1.326 1.557 6.281
H 1.969 -0.281 4.806
H 3.436 -1.237 3.433
H 4.307 1.321 2.013
H 5.251 0.396 3.164
H 3.727 1.107 3.650
H 4.540 -1.385 0.598
H 4.133 -2.696 1.698
H 5.483 -1.639 2.052
H 0.189 -2.364 2.493
H 2.961 -3.319 3.354
H 1.438 -4.142 3.611
H 1.745 -2.621 4.435
H 2.353 -3.803 0.960
H 1.352 -2.671 0.083
H 0.616 -4.042 0.941
H 0.340 4.624 1.053
H 1.535 6.295 -0.256
H 2.717 5.635 -2.334
H 2.738 3.290 -3.032
H 3.960 1.324 -2.438
H 3.502 -1.459 -1.238
H 5.072 -0.832 -1.740
H 3.815 -1.082 -2.934
H 3.582 0.556 0.460
H 3.660 2.220 -0.122
H 5.075 1.173 -0.238
H 2.725 0.966 -3.929
H -0.172 1.133 -4.775
H 1.288 1.618 -5.593
H 0.715 2.556 -4.219
H 1.747 -1.535 -3.325
H 2.420 -1.061 -4.872
H 0.690 -1.070 -4.649
O -4.030 0.249 -5.157
C -4.059 1.469 -4.621
O -4.993 2.203 -4.748
C -2.888 1.910 -3.792
C -2.710 3.226 -3.430
N -1.674 3.261 -2.570
N -1.163 2.063 -2.316
C -1.884 1.233 -3.060
C -1.521 -0.183 -3.073
O -1.798 -0.990 -3.902
O -0.796 -0.562 -1.954
H -3.197 -0.219 -4.987
H -3.265 4.100 -3.731
H -1.271 4.074 -2.128
C -1.534 -1.901 4.066
C -1.535 -0.684 3.189
N -2.081 0.407 3.693
O -1.061 -0.701 2.020
H -2.376 -1.891 4.756
H -0.616 -1.908 4.657
H -1.574 -2.809 3.469
H -2.447 0.415 4.632
H -2.096 1.267 3.163
```

Density functional theory data (ωB97M-V/def2-TZVPD) for a molecular structure, C25H29BrCrN8O2S3.

## Properties
* relative energy (zero: lowest compared OMol25 entry of this formula, charge and spin): 0.0 kcal/mol
* expectation value of S²: 6.01
* gap between HOMO and LUMO (spin up / spin down): 7.011 / 7.559 eV
* LUMO level (spin up / spin down): -0.147 / -0.157 eV
* 2S+1: 5

Geometry as XYZ:
```
69
C25H29BrCrN8O2S3 | OMol25 | ωB97M-V/def2-TZVPD
Cr -0.228 -0.026 0.135
C -2.483 -0.292 3.181
C -1.009 -0.449 3.309
N -0.129 -0.216 2.374
C 1.156 -0.465 2.805
C 1.257 -0.901 4.085
S -0.301 -0.997 4.776
C 2.239 -0.233 1.849
C 3.572 -0.226 2.091
S 4.414 0.111 0.642
C 2.936 0.220 -0.218
N 1.887 0.022 0.537
C 2.922 0.488 -1.681
H -2.716 0.574 2.566
H -2.948 -0.187 4.159
H -2.916 -1.158 2.676
H 2.145 -1.169 4.633
H 4.080 -0.378 3.028
H 3.809 1.045 -1.979
H 2.028 1.045 -1.950
H 2.896 -0.467 -2.207
C 0.654 -3.482 -3.947
N 0.073 -2.208 -3.559
C -0.844 -1.562 -4.343
C -1.349 -0.371 -4.002
C -0.928 0.238 -2.748
O -1.287 1.363 -2.406
N -0.088 -0.497 -1.936
C 0.490 -1.655 -2.348
O 1.376 -2.233 -1.716
H 0.199 -3.800 -4.883
H 0.471 -4.232 -3.179
H 1.731 -3.391 -4.077
H -1.116 -2.075 -5.256
H -2.062 0.151 -4.620
C 0.228 2.874 1.901
C 0.276 4.423 1.968
N -0.366 5.001 0.790
C 0.402 4.622 -0.396
C 0.579 3.084 -0.450
N -0.259 2.444 0.583
C -1.651 2.917 0.418
C -1.716 4.444 0.668
H -0.447 2.465 2.657
H 1.217 2.437 2.069
H 1.306 4.785 2.005
H -0.234 4.791 2.861
H 1.367 5.132 -0.367
H -0.136 4.983 -1.274
H 1.617 2.803 -0.249
H 0.281 2.677 -1.416
H -2.282 2.371 1.120
H -1.969 2.641 -0.585
H -2.258 4.675 1.588
H -2.228 4.952 -0.150
S -5.033 -0.312 0.228
C -3.421 -0.221 0.116
N -2.251 -0.180 0.091
Br 0.035 -6.989 -1.072
C -0.165 -5.242 -0.375
C -1.292 -4.502 -0.682
C -1.378 -3.216 -0.171
N -0.429 -2.665 0.586
C 0.640 -3.402 0.869
C 0.823 -4.701 0.424
H -2.082 -4.903 -1.300
H -2.236 -2.592 -0.390
H 1.409 -2.930 1.472
H 1.717 -5.253 0.672
```

Density functional theory data (ωB97M-V/def2-TZVPD) for 8 unconnected molecules or ions with the total composition C21H62Cl2O26P6 at a distorted geometry.

## Properties
* relative energy (zero: lowest compared OMol25 entry of this formula, charge and spin): 0.0 kcal/mol
* structure (SMILES): COP(=O)(OC)OC.COP(=O)(OC)OC.COP(=O)(OC)OC.COP(=O)(OC)OC.COP(=O)(OC)OC.COP(=O)(OC)OC.ClCCl.OCCO
* gap between HOMO and LUMO: 10.328 eV
* LUMO level: 0.294 eV

Geometry as XYZ:
```
117
C21H62Cl2O26P6 | OMol25 | ωB97M-V/def2-TZVPD
C -0.183 1.464 -5.180
O -1.067 0.713 -6.025
P -2.652 0.778 -5.821
O -3.266 2.091 -5.582
O -3.156 0.091 -7.160
C -2.933 -1.321 -7.426
O -2.972 -0.352 -4.710
C -2.724 -0.028 -3.344
H 0.711 1.645 -5.770
H -0.028 0.887 -4.263
H -0.625 2.414 -4.867
H -2.314 -1.462 -8.307
H -3.939 -1.697 -7.599
H -2.487 -1.769 -6.542
H -3.565 -0.340 -2.722
H -2.466 1.015 -3.169
H -1.939 -0.708 -2.998
C -0.481 7.944 0.497
O -1.286 6.755 0.387
P -0.652 5.439 1.008
O -0.281 5.381 2.428
O 0.639 5.260 0.057
C 1.863 4.664 0.405
O -1.623 4.236 0.579
C -2.209 4.300 -0.734
H 0.572 7.642 0.493
H -0.733 8.489 1.399
H -0.485 8.534 -0.418
H 2.265 4.035 -0.394
H 1.852 4.005 1.275
H 2.615 5.444 0.544
H -1.854 5.129 -1.342
H -3.296 4.326 -0.710
H -1.917 3.392 -1.260
C -6.534 -4.411 0.809
O -5.128 -4.168 0.882
P -4.216 -4.173 -0.440
O -4.813 -3.495 -1.611
O -3.939 -5.721 -0.700
C -3.252 -6.465 0.332
O -2.845 -3.583 0.080
C -2.822 -2.232 0.533
H -6.972 -3.957 -0.080
H -6.975 -3.886 1.654
H -6.727 -5.479 0.866
H -2.447 -6.940 -0.227
H -3.898 -7.170 0.848
H -2.767 -5.835 1.078
H -2.478 -1.539 -0.231
H -2.273 -2.152 1.471
H -3.820 -1.859 0.791
C 1.216 -3.098 1.970
O 0.866 -4.227 2.748
P 0.848 -4.032 4.335
O 2.149 -4.009 5.042
O 0.065 -2.624 4.487
C 0.774 -1.512 5.055
O -0.159 -5.144 4.818
C 0.272 -6.397 5.333
H 1.781 -2.377 2.562
H 0.401 -2.614 1.430
H 1.909 -3.273 1.136
H 0.875 -0.872 4.174
H 1.729 -1.654 5.543
H 0.126 -0.877 5.664
H 1.348 -6.514 5.470
H -0.009 -7.141 4.584
H -0.213 -6.598 6.285
C 3.537 1.017 5.810
O 2.896 0.471 4.656
P 2.691 1.316 3.311
O 2.132 0.602 2.160
O 1.787 2.577 3.765
C 0.415 2.219 3.953
O 4.086 2.048 3.091
C 4.466 2.555 1.832
H 4.409 1.626 5.570
H 3.965 0.153 6.319
H 2.875 1.570 6.470
H -0.166 3.069 4.305
H 0.252 1.374 4.624
H -0.001 1.991 2.970
H 3.911 2.250 0.937
H 5.456 2.181 1.567
H 4.420 3.643 1.832
C 3.167 -2.491 -2.540
O 2.880 -1.117 -2.509
P 3.512 -0.070 -3.502
O 2.879 1.263 -3.389
O 5.141 -0.089 -3.263
C 5.632 0.413 -2.028
O 3.446 -0.791 -4.916
C 3.918 -0.059 -6.044
H 4.168 -2.716 -2.930
H 2.517 -3.117 -3.155
H 3.185 -2.949 -1.550
H 6.081 -0.412 -1.473
H 4.853 0.834 -1.380
H 6.296 1.254 -2.233
H 4.588 -0.727 -6.596
H 4.652 0.720 -5.823
H 3.167 0.297 -6.741
Cl -5.329 1.366 2.667
C -3.724 2.142 2.451
Cl -2.714 1.725 3.855
H -3.158 1.768 1.603
H -3.899 3.206 2.350
O 0.654 1.573 -1.518
C 0.602 0.354 -0.776
C -0.477 0.442 0.288
O -1.730 0.566 -0.401
H 1.492 1.600 -2.006
H 0.385 -0.492 -1.440
H 1.611 0.210 -0.379
H -0.377 1.374 0.850
H -0.396 -0.431 0.929
H -1.606 1.321 -0.989
```

Density functional theory data (ωB97M-V/def2-TZVPD) for a molecular structure, C4H6N2O.

## Properties
* relative energy (zero: lowest compared OMol25 entry of this formula, charge and spin): 132.3 kcal/mol
* gap between HOMO and LUMO: 9.260 eV
* LUMO level: 0.380 eV

Geometry as XYZ:
```
13
C4H6N2O | OMol25 | ωB97M-V/def2-TZVPD
C -1.669 0.680 -0.299
C -0.744 -0.452 0.064
O 0.140 -0.785 -1.013
C 1.366 -0.489 -0.541
N 2.448 -0.623 -1.158
C 0.993 -0.010 0.842
N 1.238 0.417 1.953
H -2.301 0.412 -1.154
H -2.327 0.921 0.542
H -1.101 1.578 -0.565
H -1.255 -1.359 0.402
H -0.022 0.044 1.508
H 3.234 -0.333 -0.581
```

Density functional theory data (ωB97M-V/def2-TZVPD) for C5H8N2 in the gas phase at a distorted geometry.

## Properties
* relative energy (zero: lowest compared OMol25 entry of this formula, charge and spin): 88.4 kcal/mol
* structure (SMILES): [H]/N=C(\C)[C@H]1C=C1N
* gap between HOMO and LUMO: 8.596 eV
* LUMO level: 0.829 eV

Geometry as XYZ:
```
15
C5H8N2 | OMol25 | ωB97M-V/def2-TZVPD
H 0.797 -2.397 -1.359
N 0.916 -1.411 -1.131
C 0.074 -1.044 -0.244
C -0.918 -1.984 0.395
C 0.275 0.334 0.312
C 1.301 1.152 -0.586
C 0.191 1.700 -0.207
N -0.477 2.852 0.094
H -0.613 -3.024 0.235
H -1.025 -1.820 1.473
H -1.901 -1.836 -0.064
H 0.214 0.295 1.417
H 1.891 0.782 -1.407
H 0.178 3.627 0.062
H -0.902 2.775 1.011
```

Density functional theory data (ωB97M-V/def2-TZVPD) for 8 unconnected molecules or ions with the total composition C11H27Br6N5O10 at a distorted geometry.

## Properties
* relative energy (zero: lowest compared OMol25 entry of this formula, charge and spin): 0.0 kcal/mol
* expectation value of S²: 0.76
* gap between HOMO and LUMO (spin up / spin down): 2.282 / 7.226 eV
* LUMO level (spin up / spin down): 1.763 / 1.761 eV
* total charge: -1
* 2S+1: 2

Geometry as XYZ:
```
59
C11H27Br6N5O10 | OMol25 | ωB97M-V/def2-TZVPD
C 2.793 3.044 -2.345
N 3.555 2.968 -1.087
O 4.488 2.148 -1.071
O 3.163 3.731 -0.243
H 3.234 2.347 -3.058
H 2.921 4.006 -2.841
H 1.775 2.902 -1.980
C -0.570 0.541 -0.415
N 0.692 -0.119 -0.802
O 1.560 0.510 -1.311
O 0.852 -1.285 -0.524
H -0.203 1.051 0.476
H -1.377 -0.136 -0.133
H -0.896 1.110 -1.285
C -3.337 -1.893 1.812
N -4.801 -1.846 1.580
O -5.536 -1.939 2.542
O -5.101 -1.601 0.414
H -2.958 -2.772 1.290
H -3.038 -1.979 2.856
H -3.002 -0.945 1.392
C -1.788 2.048 5.331
N -1.603 1.526 3.903
O -2.037 0.428 3.726
O -0.982 2.168 3.065
H -2.402 1.385 5.940
H -2.239 3.039 5.271
H -0.796 2.054 5.781
C -4.285 2.951 -0.563
N -4.335 2.484 0.842
O -3.666 3.181 1.646
O -4.938 1.477 1.056
H -5.070 2.441 -1.120
H -3.326 2.725 -1.028
H -4.322 4.040 -0.588
Br 1.250 -0.362 4.162
C 0.564 -2.196 4.012
C 1.096 -2.662 2.688
Br 0.614 -4.547 2.264
H -0.517 -2.109 4.115
H 1.036 -2.693 4.860
H 2.173 -2.506 2.622
H 0.747 -2.017 1.882
Br 4.463 -0.448 -3.766
C 4.024 -1.320 -2.069
C 5.004 -2.360 -1.621
Br 4.591 -3.060 0.202
H 3.005 -1.653 -2.266
H 3.906 -0.505 -1.356
H 5.953 -1.857 -1.437
H 5.103 -3.212 -2.293
Br 0.286 1.035 -4.373
C 1.209 -0.709 -4.664
C 0.197 -1.663 -5.305
Br -0.353 -0.952 -7.122
H 1.414 -1.023 -3.641
H 2.100 -0.573 -5.277
H -0.719 -1.678 -4.714
H 0.431 -2.720 -5.433
```

Density functional theory data (ωB97M-V/def2-TZVPD) for 8 unconnected molecules or ions with the total composition C17H54N6O8 at a distorted geometry.

## Properties
* expectation value of S²: 0.76
* gap between HOMO and LUMO (spin up / spin down): 9.105 / 4.039 eV
* LUMO level (spin up / spin down): -2.339 / -7.404 eV
* total charge: +1
* 2S+1: 2

Geometry as XYZ:
```
85
C17H54N6O8 | OMol25 | ωB97M-V/def2-TZVPD
C -3.191 -1.916 -1.955
O -2.209 -1.999 -1.290
N -4.149 -1.068 -1.847
N -3.501 -2.736 -2.883
H -4.836 -1.071 -2.588
H -4.254 -0.445 -1.059
H -2.966 -3.535 -3.193
H -4.281 -2.575 -3.503
C -3.355 -3.618 4.863
C -2.437 -3.244 3.755
C -1.116 -2.526 4.095
O -0.345 -2.280 2.930
C 0.877 -1.515 3.236
N -2.127 -4.391 2.922
H -4.229 -4.087 4.410
H -3.588 -2.729 5.448
H -2.715 -4.252 5.476
H -3.074 -2.761 3.014
H -0.599 -2.996 4.932
H -1.345 -1.502 4.392
H 1.660 -1.550 2.478
H 1.341 -1.876 4.153
H 0.676 -0.447 3.330
H -1.311 -4.740 3.404
H -1.643 -4.070 2.096
C -0.587 -1.477 -5.143
C 0.553 -1.639 -4.104
C 0.820 -0.346 -3.349
O 1.639 0.573 -4.043
C 0.971 1.738 -4.648
N 0.111 -2.712 -3.252
H -0.535 -0.627 -5.825
H -1.472 -1.175 -4.583
H -0.797 -2.368 -5.735
H 1.436 -1.990 -4.638
H 1.494 -0.567 -2.521
H -0.023 0.167 -2.886
H 0.187 1.310 -5.272
H 1.730 2.327 -5.164
H 0.457 2.338 -3.898
H -0.447 -3.328 -3.826
H -0.575 -2.340 -2.611
C -1.513 2.471 -1.460
C -0.150 2.914 -0.861
C -0.141 4.388 -0.679
O -0.053 5.057 -1.944
C -0.149 6.453 -1.891
N -0.008 2.132 0.355
H -1.335 1.453 -1.807
H -1.896 3.084 -2.275
H -2.343 2.540 -0.758
H 0.682 2.693 -1.529
H 0.675 4.691 -0.022
H -1.007 4.677 -0.083
H -0.289 6.925 -2.863
H 0.878 6.737 -1.659
H -0.744 6.869 -1.079
H -0.801 2.279 0.963
H 0.048 1.144 0.152
C 3.045 0.250 0.356
C 3.186 1.135 1.651
C 4.675 1.154 2.248
O 5.126 -0.122 2.839
C 4.527 -0.409 4.082
N 2.632 2.441 1.372
H 2.045 -0.055 0.046
H 3.516 -0.719 0.519
H 3.668 0.734 -0.395
H 2.442 0.749 2.348
H 4.756 2.006 2.923
H 5.307 1.341 1.380
H 4.583 0.439 4.766
H 5.048 -1.179 4.650
H 3.471 -0.680 4.116
H 1.720 2.384 0.942
H 3.116 2.735 0.535
O -0.484 -0.648 0.432
H -1.251 -0.930 -0.067
H -0.735 -0.770 1.347
O -2.105 1.623 2.509
H -2.855 1.046 2.656
H -1.902 1.977 3.375
O 1.045 -2.548 -0.581
H 0.777 -2.605 -1.498
H 0.548 -1.808 -0.231
```

Density functional theory data (ωB97M-V/def2-TZVPD) for C5H9NO in the gas phase.

## Properties
* relative energy (zero: lowest compared OMol25 entry of this formula, charge and spin): 42.4 kcal/mol
* structure (SMILES): CC/N=C\CC=O
* gap between HOMO and LUMO: 10.185 eV
* LUMO level: 0.733 eV

Geometry as XYZ:
```
16
C5H9NO | OMol25 | ωB97M-V/def2-TZVPD
C 1.370 -1.848 -0.506
C 0.108 -1.045 -0.817
N -0.859 -1.070 0.271
C -1.098 -0.043 0.970
C -0.412 1.313 0.973
C -0.704 2.250 -0.182
O -1.135 1.920 -1.258
H 1.125 -2.807 -0.040
H 1.913 -2.047 -1.436
H 2.045 -1.304 0.164
H 0.373 -0.030 -1.137
H -0.405 -1.517 -1.662
H -1.889 -0.147 1.719
H 0.681 1.189 0.997
H -0.669 1.842 1.900
H -0.456 3.313 0.030
```